<w>
Molecular formula: C5H14N2
Method: DFT, wB97M-V/def2-TZVPD

Structure (ORCA input):
```
! wB97M-V def2-TZVPD RIJCOSX def2/J DEFGRID3
* xyz 0 1
C 3.34 0.35 -0.18
C 1.94 0.20 -0.71
N 1.45 -1.11 -0.43
C 0.78 -1.09 0.92
C -0.66 -0.36 0.70
N -1.15 -0.49 -0.66
C -2.16 0.29 -0.31
H 3.64 1.36 -0.57
H 3.44 0.40 0.89
H 3.96 -0.42 -0.61
H 1.24 1.01 -0.32
H 1.99 0.34 -1.83
H 1.40 -0.54 1.79
H 0.63 -2.19 1.25
H -7.00 0.83 -0.54
H -0.51 0.64 1.13
H -1.20 -0.77 1.61
H 0.60 -1.14 -1.01
H -2.17 1.27 -0.68
H -6.58 1.59 -0.59
H -3.00 -0.15 0.14
*
```

Computed properties:
**Frontier orbital gap**: 7.77 eV
**E_HOMO**: -8.20 eV

<x>
Molecular formula: C5H14N2
Method: DFT, wB97M-V/def2-TZVPD

Structure (ORCA input):
```
! wB97M-V def2-TZVPD RIJCOSX def2/J DEFGRID3
* xyz 0 1
C -0.56 0.43 0.54
C 0.50 0.71 -0.58
C -1.40 -1.72 -0.32
C -0.10 1.04 1.87
C 1.82 -0.04 -0.39
N -0.91 -0.98 0.83
N -0.02 0.43 -1.93
H -0.09 -1.46 1.21
H -1.49 0.95 0.26
H 0.72 1.79 -0.56
H -0.95 0.83 -2.03
H 0.57 0.90 -2.63
H -1.84 -2.66 0.02
H -0.59 -1.98 -1.01
H -2.18 -1.18 -0.86
H 0.21 2.08 1.73
H -0.92 1.04 2.60
H 0.74 0.49 2.31
H 2.52 0.20 -1.20
H 2.30 0.25 0.55
H 1.67 -1.12 -0.39
*
```

Computed properties:
**Frontier orbital gap**: 9.54 eV
**E_HOMO**: -8.46 eV

Energies in hartree, measured from the most stable structure: <w> 0.2236; <x> 0.0000.

<w>
Molecular formula: C3H8O4
Method: DFT, wB97M-V/def2-TZVPD

Structure (ORCA input):
```
! wB97M-V def2-TZVPD RIJCOSX def2/J DEFGRID3
* xyz 0 1
C -1.99 -0.13 -0.09
C 0.77 0.02 -0.78
C 1.98 0.20 0.13
O -0.21 -0.76 -0.12
O -2.80 -1.11 -0.47
O -1.80 0.12 1.16
O 1.64 0.81 1.37
H -2.91 -1.72 0.28
H -0.62 -0.30 0.95
H 1.27 1.68 1.21
H -1.93 0.64 -0.87
H 0.37 1.01 -1.04
H 1.07 -0.48 -1.71
H 2.75 0.78 -0.41
H 2.40 -0.77 0.38
*
```

Computed properties:
**Frontier orbital gap**: 10.96 eV
**E_HOMO**: -10.12 eV

<x>
Molecular formula: C3H8O4
Method: DFT, wB97M-V/def2-TZVPD

Structure (ORCA input):
```
! wB97M-V def2-TZVPD RIJCOSX def2/J DEFGRID3
* xyz 0 1
O 0.30 -2.60 0.07
C -0.26 -1.80 0.76
O -1.61 -1.63 0.63
C 0.43 -0.67 1.51
C 0.26 0.67 0.77
O -1.05 1.09 1.04
H -1.85 -2.02 -0.23
H -0.06 -0.53 2.48
H 1.46 -1.02 1.57
H 0.97 1.35 1.27
H 0.62 0.66 -0.26
H -1.20 2.05 0.87
H 0.76 1.02 -4.08
H 0.93 1.75 -2.86
O 0.29 1.66 -3.54
*
```

Computed properties:
**Frontier orbital gap**: 10.87 eV
**E_HOMO**: -10.37 eV

Energies in hartree, measured from the most stable structure: <w> 0.0644; <x> 0.0000.

<w>
Molecular formula: C3H10N
Method: DFT, wB97M-V/def2-TZVPD

Structure (ORCA input):
```
! wB97M-V def2-TZVPD RIJCOSX def2/J DEFGRID3
* xyz 0 2
C -1.25 0.45 -2.48
H -0.46 -0.29 -2.65
H -1.41 0.98 -3.44
H -0.96 1.16 -1.71
H -2.11 -0.16 -2.19
C 0.24 0.76 1.23
C 1.54 -1.30 1.66
N 0.35 -0.65 1.59
H 1.21 1.21 0.99
H -0.22 1.25 2.09
H -0.40 0.97 0.30
H 2.48 -0.79 1.43
H 1.48 -2.38 1.61
H -0.48 -1.21 1.57
*
```

Computed properties:
**Frontier orbital gap (alpha / beta)**: 6.79 / 11.11 eV
**Expectation value of S²**: 0.7534
**E_HOMO (alpha / beta)**: -5.79 / -10.15 eV

<x>
Molecular formula: C3H10N
Method: DFT, wB97M-V/def2-TZVPD

Structure (ORCA input):
```
! wB97M-V def2-TZVPD RIJCOSX def2/J DEFGRID3
* xyz 0 2
N -1.40 -0.51 1.89
H -0.53 -0.93 1.50
H -2.08 -1.17 2.33
H -1.96 -0.03 1.13
H -1.07 0.22 2.57
C 0.66 1.37 -1.27
C 1.29 0.06 -0.98
C 0.64 -1.04 -0.58
H 1.30 2.22 -1.02
H -0.27 1.54 -0.72
H 0.41 1.49 -2.33
H 2.29 -0.11 -1.35
H 1.14 -1.99 -0.46
H -0.43 -1.13 -0.71
*
```

Computed properties:
**Frontier orbital gap (alpha / beta)**: 5.14 / 10.69 eV
**Expectation value of S²**: 0.7509
**E_HOMO (alpha / beta)**: -3.96 / -9.90 eV

Energies in hartree, measured from the most stable structure: <w> 0.0000; <x> 0.0621.

<w>
Molecular formula: C2H5NOSi
Method: DFT, wB97M-V/def2-TZVPD

Structure (ORCA input):
```
! wB97M-V def2-TZVPD RIJCOSX def2/J DEFGRID3
* xyz 0 3
C 2.54 0.01 -0.11
C -1.45 0.80 0.15
N 3.42 0.73 -0.04
O -0.64 -0.28 0.53
Si 0.57 -1.14 -0.02
H -1.55 1.62 0.86
H -2.49 0.39 -0.07
H -1.12 1.29 -0.80
H 0.26 -1.16 -1.39
H 0.46 -2.25 0.88
*
```

Computed properties:
**Frontier orbital gap (alpha / beta)**: 5.55 / 5.81 eV
**Expectation value of S²**: 2.0095
**E_HOMO (alpha / beta)**: -4.93 / -11.37 eV

<x>
Molecular formula: C2H5NOSi
Method: DFT, wB97M-V/def2-TZVPD

Structure (ORCA input):
```
! wB97M-V def2-TZVPD RIJCOSX def2/J DEFGRID3
* xyz 0 3
C 2.39 0.05 -0.24
C -1.08 0.94 0.16
N 3.11 0.93 -0.46
O -0.95 -0.27 -0.62
Si 0.17 -1.34 -0.22
H -0.25 1.55 0.05
H -1.23 0.51 1.23
H -1.99 1.50 -0.13
H -0.36 -2.52 -1.03
H 0.19 -1.35 1.24
*
```

Computed properties:
**Frontier orbital gap (alpha / beta)**: 7.55 / 6.28 eV
**Expectation value of S²**: 2.0093
**E_HOMO (alpha / beta)**: -6.80 / -11.40 eV

Energies in hartree, measured from the most stable structure: <w> 0.0491; <x> 0.0000.

<w>
Molecular formula: C4H5NO3
Method: DFT, wB97M-V/def2-TZVPD

Structure (ORCA input):
```
! wB97M-V def2-TZVPD RIJCOSX def2/J DEFGRID3
* xyz 0 1
C -0.71 0.71 -0.60
C 0.19 0.04 -1.19
C 0.65 -1.01 -0.22
C -0.22 -0.97 0.87
H -1.19 2.34 0.56
H -0.63 2.95 -0.89
H 1.07 0.25 -1.95
H 2.48 -1.35 -0.82
H -0.62 -2.09 2.60
N -1.41 2.11 -0.68
O 1.62 -1.90 -0.43
O -0.03 -1.23 2.23
O -1.18 0.14 0.51
*
```

Computed properties:
**Frontier orbital gap**: 8.66 eV
**E_HOMO**: -8.28 eV

<x>
Molecular formula: C4H5NO3
Method: DFT, wB97M-V/def2-TZVPD

Structure (ORCA input):
```
! wB97M-V def2-TZVPD RIJCOSX def2/J DEFGRID3
* xyz 0 1
C 1.43 -0.23 0.37
C 0.16 -0.63 -0.35
C -1.89 -0.29 -0.24
C 0.14 0.47 0.47
H 2.26 1.66 -0.61
H 1.76 -0.95 1.22
H 0.21 -0.23 -1.36
H -2.82 -1.03 0.11
H -0.18 -0.10 1.33
N -1.85 0.93 -0.30
O 2.37 0.08 -0.54
O -1.07 -1.24 -0.12
O -0.52 1.57 0.01
*
```

Computed properties:
**Frontier orbital gap**: 8.09 eV
**E_HOMO**: -9.67 eV

Energies in hartree, measured from the most stable structure: <w> 0.0000; <x> 0.2184.

<w>
Molecular formula: C4H5NO3
Method: DFT, wB97M-V/def2-TZVPD

Structure (ORCA input):
```
! wB97M-V def2-TZVPD RIJCOSX def2/J DEFGRID3
* xyz 0 1
C 0.57 -0.72 1.18
C 0.26 -1.34 -0.05
C -0.04 -0.35 -0.99
C -0.35 0.84 -0.29
H -0.03 -2.40 2.47
H 0.39 -2.46 -0.33
H -0.47 0.99 -2.36
H -1.68 1.99 -0.93
H 0.06 1.16 1.87
N 0.27 0.60 1.01
O 0.52 -1.28 2.44
O -0.24 -0.02 -2.45
O -0.64 2.05 -0.84
*
```

Computed properties:
**Frontier orbital gap**: 7.49 eV
**E_HOMO**: -7.57 eV

<x>
Molecular formula: C4H5NO3
Method: DFT, wB97M-V/def2-TZVPD

Structure (ORCA input):
```
! wB97M-V def2-TZVPD RIJCOSX def2/J DEFGRID3
* xyz 0 1
C 0.88 -0.10 -1.05
C 0.82 -0.27 0.33
C -0.66 -0.60 0.77
C -1.12 -0.16 2.18
H -0.48 1.56 -3.29
H 2.03 0.43 -1.27
H 1.48 0.55 0.90
H -1.36 -1.09 -0.16
H -0.51 -0.67 2.92
N -0.02 0.40 -1.82
O 0.43 0.86 -3.01
O 0.61 -1.57 1.14
O -2.10 0.65 2.36
*
```

Computed properties:
**Frontier orbital gap**: 10.03 eV
**E_HOMO**: -10.04 eV

<y>
Molecular formula: C4H5NO3
Method: DFT, wB97M-V/def2-TZVPD

Structure (ORCA input):
```
! wB97M-V def2-TZVPD RIJCOSX def2/J DEFGRID3
* xyz 0 1
C 0.13 0.43 1.65
C -0.14 -1.15 -0.44
C 1.01 0.96 -0.71
C 0.01 0.35 0.15
O -1.00 -1.19 -1.48
N -0.49 1.45 -0.55
O 0.36 -2.14 0.05
O 1.73 0.77 -1.64
H -1.11 -2.15 -1.68
H -0.93 1.31 -1.45
H 0.74 -0.38 2.04
H 0.57 1.38 1.97
H -0.88 0.37 2.08
*
```

Computed properties:
**Frontier orbital gap**: 9.14 eV
**E_HOMO**: -9.41 eV

<z>
Molecular formula: C4H5NO3
Method: DFT, wB97M-V/def2-TZVPD

Structure (ORCA input):
```
! wB97M-V def2-TZVPD RIJCOSX def2/J DEFGRID3
* xyz 0 1
C -0.23 1.19 0.55
C -0.95 0.01 0.35
C 1.16 1.22 0.18
C -0.68 -1.24 -0.39
N 0.30 -1.43 -1.23
O 2.18 1.75 0.90
O 1.49 0.90 -0.96
O -2.10 -0.03 1.08
H -1.40 -2.11 -0.34
H 0.09 -2.20 -1.83
H 0.84 -0.57 -1.32
H 1.90 1.78 1.80
H -2.60 0.76 1.22
*
```

Computed properties:
**Frontier orbital gap (alpha / beta)**: 7.06 / 7.05 eV
**E_HOMO (alpha / beta)**: -7.91 / -7.90 eV

Energies in hartree, measured from the most stable structure: <w> 0.0724; <x> 0.1961; <y> 0.0000; <z> 0.0473.